[1]
{
  "formula": "C5H14O4",
  "method": "wB97M-V/def2-TZVPD",
  "elements": ["C", "O", "C", "C", "C", "C", "O", "H", "H", "H", "H", "H", "H", "H", "H", "H", "H", "H", "H", "O", "H", "H", "O"],
  "xyz": [[-0.98121, -0.18595, -0.72350], [-2.01324, 0.54389, -1.23459], [0.25710, 0.69258, -0.26239], [1.48323, -0.15946, 0.17041], [1.30315, -1.05290, 1.39795], [2.42423, -2.18562, 1.58484], [2.24009, -2.87593, 2.73457], [-1.19004, -0.66064, 0.25207], [-0.55824, -0.91545, -1.42773], [0.48856, 1.48902, -0.97169], [-0.06991, 1.30049, 0.59432], [2.40156, 0.39645, 0.36510], [1.68555, -0.83852, -0.67753], [0.44432, -1.71148, 1.25798], [1.25863, -0.53062, 2.35617], [3.45931, -1.75474, 1.54209], [2.26541, -2.83041, 0.68677], [-1.22638, 2.30427, -3.30701], [-2.15099, 1.56500, -2.30992], [-2.16921, 2.13983, -3.18204], [-2.65746, 1.60509, -0.25218], [-3.48907, 1.47531, 0.98073], [-3.20541, 2.18979, 0.42560]],
  "atomic_forces_ev_per_a": [[1.61, 1.51, 0.87], [-0.66, 0.07, 0.43], [-0.06, 0.06, 0.83], [-0.43, -0.40, -0.27], [0.81, -1.26, -0.38], [-0.90, 0.20, 0.83], [0.12, -0.04, 0.01], [-0.56, -0.58, -0.43], [-0.17, -0.40, -0.09], [0.26, -0.30, -0.66], [-0.17, -0.25, 0.14], [0.00, 0.51, -0.34], [0.23, 0.12, 0.12], [-0.37, 0.39, 0.36], [-0.23, 0.18, -0.11], [-0.08, 0.31, -0.43], [0.38, 0.05, -0.38], [-0.21, -0.02, 0.01], [0.27, -0.11, -0.83], [0.18, 0.12, 0.28], [-0.36, 0.44, 0.27], [-0.39, -0.41, 0.66], [0.72, -0.19, -0.89]],
  "nbo_charge": [-0.017, -0.942, -0.419, -0.413, -0.443, 0.002, -0.990, 0.126, 0.107, 0.168, 0.178, 0.176, 0.172, 0.187, 0.180, 0.056, 0.059, 0.434, 0.514, -1.043, 0.508, 0.437, -1.037],
  "homo_ev": 0.134,
  "charge": -2
}



[2]
{
  "formula": "C55H42AlP3S3Si",
  "method": "wB97M-V/def2-TZVPD",
  "elements": ["Al", "C", "C", "C", "C", "C", "C", "P", "C", "C", "C", "C", "C", "C", "C", "C", "C", "C", "C", "C", "Si", "C", "C", "C", "C", "C", "C", "P", "C", "C", "C", "C", "C", "C", "C", "C", "C", "C", "C", "C", "C", "C", "C", "C", "C", "C", "P", "C", "C", "C", "C", "C", "C", "C", "C", "C", "C", "C", "C", "H", "H", "H", "H", "H", "H", "H", "H", "H", "H", "H", "H", "H", "H", "H", "H", "H", "H", "H", "H", "H", "H", "H", "H", "H", "H", "H", "H", "H", "H", "H", "H", "H", "H", "H", "H", "H", "H", "H", "H", "H", "H", "S", "C", "S", "S"],
  "xyz": [[1.34549, 0.13708, 0.47502], [2.07894, -7.05016, -0.32140], [0.75719, -7.11014, 0.09014], [-0.05001, -5.98014, 0.02855], [0.45885, -4.78143, -0.46335], [1.79712, -4.72613, -0.86121], [2.60043, -5.85167, -0.79455], [-0.48601, -3.21277, -0.48807], [-2.20548, -3.79468, -0.20394], [-3.10619, -4.15563, -1.20231], [-4.40135, -4.53680, -0.87252], [-4.80884, -4.55923, 0.45395], [-3.91854, -4.19784, 1.45633], [-2.62778, -3.81219, 1.12730], [-0.46640, -2.77207, -2.26226], [-0.36766, -3.72955, -3.27044], [-0.40919, -3.35317, -4.60444], [-0.53507, -2.01389, -4.93378], [-0.60835, -1.05152, -3.93693], [-0.57836, -1.39454, -2.58029], [-0.47429, -0.09038, -1.17223], [-0.61293, 1.57720, -2.13006], [-1.71778, 1.85150, -2.94647], [-1.73552, 2.93940, -3.80312], [-0.62048, 3.76515, -3.90214], [0.47017, 3.54586, -3.07975], [0.45345, 2.49298, -2.16002], [1.76393, 2.28843, -0.91342], [3.20251, 1.78335, -1.93386], [3.17925, 0.49255, -2.47121], [4.21035, 0.04316, -3.28001], [5.28122, 0.88012, -3.56367], [5.31447, 2.16031, -3.03341], [4.28127, 2.61309, -2.22280], [2.20021, 3.95092, -0.30217], [1.42734, 5.09292, -0.50356], [1.75642, 6.28301, 0.13214], [2.84191, 6.34288, 0.99163], [3.61281, 5.20880, 1.20644], [3.29370, 4.02178, 0.56762], [-2.09775, -0.04493, -0.16070], [-3.31161, -0.48997, -0.68834], [-4.49773, -0.36473, 0.01775], [-4.50333, 0.23581, 1.27058], [-3.31511, 0.69143, 1.81679], [-2.11359, 0.53102, 1.12178], [-0.55428, 1.09117, 1.88193], [-0.29179, 0.13017, 3.39877], [-1.11724, -0.75368, 3.95266], [-0.68090, -1.61417, 5.05813], [0.53471, -1.52172, 5.59453], [1.52907, -0.50549, 5.13842], [1.14470, 0.25056, 3.85455], [-0.94159, 2.75327, 2.52792], [-1.18773, 3.00329, 3.87570], [-1.46810, 4.29520, 4.30164], [-1.50011, 5.34057, 3.39027], [-1.25831, 5.09652, 2.04541], [-0.98103, 3.80862, 1.61766], [2.70628, -7.93095, -0.26656], [0.34831, -8.04198, 0.46206], [-1.07929, -6.03196, 0.35925], [2.20605, -3.78828, -1.22281], [3.63947, -5.79544, -1.09451], [-2.80403, -4.13658, -2.24128], [-5.09441, -4.81588, -1.65731], [-5.82103, -4.85346, 0.70506], [-4.23780, -4.20528, 2.49184], [-1.92702, -3.51253, 1.90173], [-0.25587, -4.77464, -3.00834], [-0.34381, -4.10385, -5.38276], [-0.56156, -1.71662, -5.97604], [-0.66832, -0.01094, -4.22482], [-2.57562, 1.18694, -2.91208], [-2.60764, 3.13388, -4.41652], [-0.60953, 4.58539, -4.60982], [1.33922, 4.18916, -3.15425], [2.33674, -0.16290, -2.27261], [4.17551, -0.95913, -3.68798], [6.08681, 0.53465, -4.19921], [6.15071, 2.81316, -3.25168], [4.32174, 3.61384, -1.81061], [0.56264, 5.06416, -1.15134], [1.15346, 7.16591, -0.04310], [3.08185, 7.26889, 1.49955], [4.45759, 5.24343, 1.88282], [3.88786, 3.13563, 0.75234], [-3.32641, -0.94620, -1.67366], [-5.42183, -0.73797, -0.40694], [-5.43037, 0.35035, 1.81877], [-3.31535, 1.18368, 2.78315], [-2.11766, -0.89065, 3.55676], [-1.37980, -2.35498, 5.42864], [0.83947, -2.17891, 6.40141], [1.82886, 0.13890, 5.96417], [1.41981, 1.30410, 3.92397], [-1.16139, 2.18896, 4.58861], [-1.66131, 4.48320, 5.35040], [-1.71560, 6.34637, 3.72919], [-1.27419, 5.91094, 1.33213], [-0.80471, 3.60478, 0.56714], [3.03961, -1.21101, 4.33256], [2.15505, -0.47281, 2.88982], [3.09363, 0.66994, 1.82024], [1.37880, -1.71274, 1.79146]],
  "atomic_forces_ev_per_a": [[-0.24, 0.11, 0.24], [0.00, 0.01, 0.00], [-0.02, -0.03, 0.02], [0.04, 0.05, -0.11], [0.03, 0.04, 0.05], [-0.04, 0.00, 0.02], [0.00, 0.00, 0.01], [-0.06, -0.01, 0.03], [0.05, 0.15, 0.00], [-0.02, -0.03, 0.07], [0.02, 0.02, -0.03], [-0.02, 0.00, -0.01], [-0.01, 0.00, 0.02], [0.07, 0.05, -0.03], [-0.15, 0.17, -0.13], [-0.07, 0.12, 0.01], [0.02, -0.07, 0.00], [0.00, -0.01, -0.09], [0.04, 0.08, 0.16], [0.18, -0.36, 0.24], [-0.32, 0.15, -0.37], [0.20, 0.04, 0.10], [0.02, -0.02, 0.09], [-0.03, -0.03, -0.01], [0.03, 0.04, -0.01], [-0.05, -0.08, -0.03], [-0.13, -0.01, 0.05], [0.36, 0.04, -0.55], [0.02, 0.04, -0.06], [-0.02, 0.09, 0.04], [-0.02, 0.02, 0.01], [0.00, -0.02, -0.01], [0.03, 0.03, 0.00], [0.01, -0.02, 0.02], [-0.10, -0.08, 0.22], [0.06, -0.02, 0.02], [-0.02, 0.01, -0.01], [-0.02, 0.04, -0.01], [0.03, -0.04, -0.01], [-0.05, 0.01, -0.04], [0.24, -0.12, 0.15], [0.05, -0.04, -0.07], [-0.03, -0.03, 0.04], [-0.01, -0.01, 0.00], [0.08, 0.00, -0.10], [-0.15, 0.01, 0.05], [-0.36, -0.30, 0.27], [0.30, 0.16, -0.05], [-0.09, 0.03, -0.02], [-0.05, -0.04, 0.05], [0.05, 0.01, -0.02], [0.22, -0.11, -0.09], [-0.19, -0.11, -0.05], [0.16, 0.07, -0.19], [0.04, 0.02, -0.05], [0.00, -0.01, 0.00], [-0.02, 0.01, 0.04], [0.01, -0.04, -0.06], [-0.03, -0.06, 0.03], [-0.01, 0.01, 0.00], [0.00, 0.03, 0.01], [-0.01, -0.05, -0.01], [0.03, -0.02, 0.03], [-0.02, 0.02, -0.03], [0.03, 0.01, -0.03], [0.01, 0.01, 0.02], [0.03, 0.01, 0.00], [0.03, 0.00, -0.02], [-0.05, 0.01, 0.01], [-0.02, -0.02, 0.02], [0.02, 0.01, 0.01], [0.00, 0.03, 0.05], [-0.01, 0.02, -0.03], [0.01, 0.03, -0.04], [0.03, -0.02, 0.01], [0.00, -0.02, 0.02], [-0.01, 0.02, 0.04], [-0.01, -0.04, -0.02], [-0.01, 0.02, 0.00], [0.00, 0.00, 0.02], [-0.03, 0.00, 0.01], [0.01, -0.02, -0.05], [-0.03, -0.01, 0.02], [0.00, -0.02, 0.02], [0.01, -0.02, -0.03], [-0.01, -0.01, -0.02], [0.02, 0.01, 0.06], [0.00, -0.04, 0.04], [0.01, 0.02, -0.01], [0.01, 0.00, -0.01], [-0.01, -0.02, 0.01], [0.02, -0.03, 0.02], [0.02, 0.01, -0.02], [-0.04, -0.01, -0.02], [-0.11, 0.05, 0.03], [0.12, -0.01, 0.03], [0.00, 0.00, 0.01], [0.01, 0.00, -0.01], [0.01, -0.02, -0.01], [-0.02, -0.01, 0.00], [0.03, 0.07, -0.03], [-0.16, 0.15, 0.04], [0.11, -0.19, 0.04], [-0.04, 0.01, -0.03], [0.00, 0.09, -0.01]],
  "lowdin_charge": [-0.365, -0.093, -0.085, -0.080, -0.370, -0.106, -0.082, 1.060, -0.376, -0.080, -0.083, -0.092, -0.084, -0.107, -0.384, -0.098, -0.079, -0.080, -0.089, -0.268, 0.622, -0.274, -0.103, -0.072, -0.074, -0.099, -0.354, 1.021, -0.331, -0.095, -0.069, -0.082, -0.076, -0.077, -0.343, -0.104, -0.085, -0.080, -0.067, -0.116, -0.273, -0.100, -0.069, -0.072, -0.090, -0.335, 1.078, -0.390, -0.081, -0.073, -0.100, -0.489, -0.424, -0.322, -0.079, -0.075, -0.081, -0.076, -0.083, 0.100, 0.101, 0.097, 0.107, 0.103, 0.098, 0.101, 0.100, 0.102, 0.103, 0.109, 0.104, 0.103, 0.088, 0.104, 0.106, 0.105, 0.111, 0.074, 0.108, 0.103, 0.105, 0.099, 0.092, 0.105, 0.104, 0.109, 0.070, 0.103, 0.106, 0.104, 0.108, 0.098, 0.101, 0.107, 0.106, 0.124, 0.104, 0.105, 0.103, 0.103, 0.094, 0.860, -1.360, 0.597, 0.565],
  "homo_ev": -7.299
}



[3]
{
  "formula": "H26O13Xe",
  "method": "wB97M-V/def2-TZVPD",
  "elements": ["Xe", "O", "H", "H", "O", "H", "H", "O", "H", "H", "O", "H", "H", "O", "H", "H", "O", "H", "H", "O", "H", "H", "O", "H", "H", "O", "H", "H", "O", "H", "H", "O", "H", "H", "O", "H", "H", "O", "H", "H"],
  "xyz": [[-0.79919, 0.34045, 0.57097], [1.16064, -3.65303, -0.32484], [0.49708, -3.24407, 0.23074], [1.67224, -4.19751, 0.27353], [-2.74127, -1.38506, 2.98894], [-3.49565, -0.79644, 3.01488], [-2.10751, -0.98945, 3.58734], [2.40811, -1.11639, -0.60719], [1.86452, -1.87995, -0.80142], [2.10647, -0.44511, -1.21927], [1.30253, 0.26413, 3.92190], [1.65572, -0.48499, 3.44198], [0.37223, 0.06484, 4.02699], [0.79479, 3.18967, 2.36349], [0.05535, 3.13926, 2.96922], [0.40699, 3.46884, 1.53409], [-2.05935, -2.53870, -2.18132], [-1.92706, -1.59083, -2.16499], [-2.22835, -2.77319, -1.26880], [2.53805, -1.60943, 2.19260], [3.36605, -1.13360, 2.25774], [2.41190, -1.74407, 1.25335], [-1.18794, -3.04965, 1.23761], [-1.21142, -3.92594, 1.62205], [-1.78640, -2.53423, 1.77836], [1.61362, 0.48508, -2.71984], [0.71994, 0.44262, -3.06005], [2.15019, 0.08506, -3.40417], [-1.24113, 0.20526, -3.42894], [-1.33141, 1.10152, -3.10520], [-1.66265, 0.21689, -4.28825], [-2.69892, 3.49181, -0.42090], [-2.86386, 2.56275, -0.58179], [-3.42813, 3.94230, -0.84699], [2.35395, 2.70548, -1.19499], [2.41110, 2.37880, -0.29708], [2.38798, 1.91877, -1.73921], [-0.59691, 2.82050, -2.18346], [-1.17024, 3.21941, -1.52894], [0.28794, 3.04821, -1.89812]],
  "atomic_forces_ev_per_a": [[0.05, 0.06, -0.07], [0.29, -0.02, -0.38], [-0.68, 0.18, 0.32], [0.25, -0.13, 0.11], [0.01, -0.23, 0.01], [-0.27, 0.09, -0.11], [0.23, 0.06, 0.18], [0.47, -0.01, 0.51], [-0.16, -0.70, -0.18], [-0.20, 0.37, -0.33], [-0.22, 0.51, 0.53], [0.22, -0.50, -0.57], [-0.11, 0.00, 0.04], [0.25, 0.02, -0.07], [-0.10, -0.08, 0.20], [-0.12, 0.14, -0.25], [-0.14, -0.19, -0.15], [0.17, 0.42, -0.19], [0.07, -0.18, 0.33], [-0.06, -0.36, 0.85], [0.26, 0.11, -0.09], [-0.08, 0.36, -0.64], [0.31, -0.26, -0.42], [-0.03, -0.31, 0.04], [-0.37, 0.52, 0.32], [0.58, 0.11, 0.02], [-0.87, -0.04, -0.12], [0.25, -0.16, -0.19], [0.15, -0.41, 0.08], [0.14, 0.79, 0.41], [-0.07, -0.17, -0.28], [0.20, 0.11, 0.15], [-0.10, -0.43, 0.09], [-0.20, 0.25, -0.12], [-0.14, 0.65, 0.13], [0.05, -0.03, 0.37], [-0.16, -0.40, -0.39], [-0.23, -0.35, -0.53], [-0.42, 0.33, 0.29], [0.77, -0.10, 0.09]],
  "nbo_charge": [0.001, -0.963, 0.495, 0.473, -0.953, 0.486, 0.479, -1.007, 0.493, 0.492, -0.952, 0.494, 0.443, -0.929, 0.466, 0.464, -0.951, 0.478, 0.471, -0.978, 0.477, 0.505, -0.983, 0.476, 0.504, -0.982, 0.515, 0.486, -0.979, 0.504, 0.482, -0.944, 0.478, 0.481, -0.974, 0.477, 0.492, -1.007, 0.488, 0.503],
  "homo_ev": -10.683
}



[4]
{
  "formula": "B3F12K",
  "method": "wB97M-V/def2-TZVPD",
  "elements": ["K", "B", "F", "F", "F", "F", "B", "F", "F", "F", "F", "B", "F", "F", "F", "F"],
  "xyz": [[1.29763, -0.91878, -1.04453], [-1.21967, 0.82719, -2.81742], [-0.15262, -0.06649, -3.19391], [-1.34215, 1.87850, -3.74588], [-2.40243, 0.06941, -2.81086], [-0.90425, 1.34227, -1.55324], [2.74390, 1.36921, 1.71383], [2.49286, 0.11730, 2.31208], [4.10255, 1.71678, 1.95764], [2.56265, 1.23983, 0.31705], [1.90369, 2.35944, 2.23623], [-1.82956, -1.98235, 1.33583], [-3.09044, -2.20369, 0.76402], [-1.28580, -3.19302, 1.83208], [-0.92921, -1.50802, 0.32063], [-1.94715, -1.04759, 2.37645]],
  "atomic_forces_ev_per_a": [[-0.77, 0.70, 0.50], [-0.47, -0.09, 0.17], [0.37, 0.01, -0.10], [0.23, -0.17, -0.07], [0.19, 0.24, 0.03], [0.01, -0.17, -0.19], [0.32, 0.01, 0.58], [-0.04, 0.06, -0.12], [-0.13, 0.03, -0.09], [-0.13, -0.18, -0.45], [0.16, -0.18, -0.16], [0.07, 0.13, 0.05], [0.09, -0.16, 0.00], [-0.12, -0.02, -0.02], [0.07, -0.03, 0.10], [0.14, -0.18, -0.22]],
  "nbo_charge": [0.988, 1.348, -0.620, -0.582, -0.572, -0.569, 1.349, -0.581, -0.593, -0.602, -0.569, 1.358, -0.578, -0.591, -0.613, -0.573],
  "homo_ev": -5.684,
  "charge": -2
}



[5]
{
  "formula": "C2H3FO2",
  "method": "wB97M-V/def2-TZVPD",
  "elements": ["F", "C", "C", "O", "O", "H", "H", "H"],
  "xyz": [[1.65813, 0.06488, 0.83251], [0.64557, -0.46758, 0.20651], [-0.39429, 0.51587, -0.47106], [-1.34851, 0.28597, 0.53423], [-0.53335, -0.75574, 1.20530], [0.86562, -1.36266, -0.37653], [-0.25468, 1.56800, -0.55043], [-0.63849, 0.15126, -1.38053]],
  "atomic_forces_ev_per_a": [[1.16, 0.17, 0.50], [-4.53, 0.83, 0.38], [1.76, -0.28, 2.87], [-0.20, -0.94, 0.82], [1.69, 0.68, -1.96], [0.41, 0.03, 0.38], [0.93, 0.85, 0.05], [-1.22, -1.35, -3.04]],
  "nbo_charge": [-0.302, 0.449, -0.127, -0.261, -0.275, 0.156, 0.192, 0.168],
  "smiles": "F[C@@H]1COO1",
  "homo_ev": -9.886
}



[6]
{
  "formula": "C9H10NO5",
  "method": "wB97M-V/def2-TZVPD",
  "elements": ["O", "C", "O", "C", "C", "O", "O", "C", "C", "C", "N", "C", "C", "O", "C", "H", "H", "H", "H", "H", "H", "H", "H", "H", "H"],
  "xyz": [[3.85894, -1.49457, -1.16751], [3.39845, -1.60249, 0.00326], [3.62356, -2.57409, 0.73224], [2.42852, -0.47038, 0.44515], [2.80696, 0.96879, -0.11445], [2.77862, 2.04315, 0.51828], [3.48144, 0.86478, -1.17460], [1.68157, -0.62682, 1.76933], [1.02430, -0.99599, 0.51284], [-0.04490, -0.15097, 0.01323], [0.19831, 1.04284, -0.35632], [-0.97694, 1.87700, -0.45581], [-2.22150, 1.19127, -1.03747], [-2.55202, 0.12581, -0.19734], [-1.43376, -0.69697, 0.34940], [3.73502, -0.20212, -1.35710], [1.18983, 0.19960, 2.23857], [1.76563, -1.43241, 2.39886], [0.91077, -2.04494, 0.47432], [-0.61313, 2.89032, -0.88952], [-1.26141, 2.24316, 0.54603], [-3.19155, 1.79633, -1.11885], [-1.87613, 0.88464, -2.08375], [-1.54879, -1.63556, -0.23191], [-1.44347, -0.86934, 1.41204]],
  "atomic_forces_ev_per_a": [[0.37, 0.68, -0.95], [0.06, -0.97, 1.06], [-0.64, 0.49, 0.33], [0.31, 0.30, 0.94], [0.49, 1.07, 3.23], [-0.87, -2.03, -0.46], [0.90, -0.19, -2.43], [-0.23, 1.90, -0.90], [0.07, 0.15, -1.55], [-1.00, 0.78, 0.84], [-1.03, -1.04, -0.15], [0.03, 3.15, 0.19], [0.84, 0.73, -1.31], [0.51, -1.40, 1.55], [-0.26, 0.76, -3.34], [-0.45, 0.06, -0.04], [0.50, 0.94, 0.13], [1.11, -1.77, 1.32], [-0.16, -1.09, -0.73], [-0.98, -1.76, -0.17], [0.14, -0.42, 0.12], [1.64, -0.49, 0.10], [-0.84, -0.09, 0.99], [0.21, 0.07, 0.79], [-0.72, 0.17, 0.43]],
  "nbo_charge": [-0.736, 0.787, -0.712, -0.252, 0.836, -0.685, -0.705, -0.363, -0.294, 0.293, -0.399, -0.287, -0.073, -0.554, -0.145, 0.486, 0.212, 0.220, 0.229, 0.208, 0.188, 0.190, 0.155, 0.197, 0.206],
  "smiles": "O=C([O-])[C@]1(C(=O)O)C[C@H]1C1=NCCOC1",
  "homo_ev": -5.310,
  "charge": -1
}



ΔE to the lowest compared entry with this formula, charge and spin
In order: 0.00 126.76 52.24 79.38 420.07 58.50
Unit: kJ/mol
Total energy
In order: -13599.8765 -132566.5246 -36003.1284 -50988.1447 -8930.6419 -21222.7839
Unit: eV
Orbital gap
In order: 6.1 7.7 10.4 9.7 10.8 8.3
Unit: eV